Entry 1:
C5H14 | ωB97M-V/def2-TZVPD

Calculated values
ΔE to the lowest compared entry with this formula, charge and spin   14.3 kcal per mole
Structure (SMILES)   CCC.CC
DFT total energy   -5411.4303 eV
Frontier orbital gap   0.45049 Eh

The geometry in ORCA input format:
```
! wB97M-V def2-TZVPD RIJCOSX def2/J DEFGRID3
* xyz 0 1
C -0.32 0.54 -1.73
C -1.21 -0.14 -0.70
C -0.90 1.88 -2.18
H -0.23 -0.10 -2.61
H 0.66 0.79 -1.33
H -2.27 0.05 -0.88
H -0.93 -1.19 -0.58
H -1.99 1.87 -2.14
H -0.61 2.20 -3.19
H -1.07 0.37 0.26
H -0.46 2.67 -1.57
C 1.51 -1.13 1.52
C 0.88 -1.10 2.89
H 1.40 -0.23 0.93
H 2.60 -1.17 1.67
H 1.44 -2.05 0.94
H 0.87 -0.10 3.32
H -0.19 -1.36 2.82
H 1.12 -1.88 3.62
*
```



Entry 2:
C4H9NO | ωB97M-V/def2-TZVPD

Calculated values
ΔE to the lowest compared entry with this formula, charge and spin   24.1 kcal per mole
Structure (SMILES)   CCN(C)C=O
DFT total energy   -7831.2761 eV
Frontier orbital gap   0.37679 Eh

The geometry in ORCA input format:
```
! wB97M-V def2-TZVPD RIJCOSX def2/J DEFGRID3
* xyz 0 1
C -1.88 0.62 -0.14
C -0.41 0.65 -0.62
N 0.50 -0.27 0.10
C 1.92 0.03 0.05
C 0.11 -1.41 0.73
O -1.01 -1.90 0.78
H -2.16 1.54 0.38
H -2.01 -0.22 0.53
H -2.57 0.47 -0.98
H 0.01 1.65 -0.49
H -0.35 0.43 -1.70
H 2.14 1.00 0.52
H 2.29 0.05 -0.99
H 2.48 -0.74 0.58
H 0.95 -1.90 1.25
*
```



Entry 3:
C29H27DyIN6PS | ωB97M-V/def2-TZVPD

Calculated values
ΔE to the lowest compared entry with this formula, charge and spin   0.0 kcal per mole
DFT total energy   -91747.9482 eV
Frontier orbital gap (spin up / spin down)   0.26027 / 0.26119 Eh

The geometry in ORCA input format:
```
! wB97M-V def2-TZVPD RIJCOSX def2/J DEFGRID3
* xyz 2 6
Dy -0.23 -0.13 -0.63
C 4.10 1.23 0.72
C 2.61 1.10 0.62
N 1.96 0.00 0.70
N 2.63 -1.16 0.96
C 1.90 -2.27 1.29
N 2.60 -3.32 1.70
S 0.22 -2.35 1.18
C 1.75 2.31 0.45
C 2.26 3.59 0.56
C 1.38 4.67 0.48
C 0.04 4.43 0.27
C -0.39 3.12 0.15
N 0.44 2.08 0.24
H 4.61 0.38 0.27
H 4.41 1.32 1.77
H 4.45 2.11 0.19
H 3.62 -1.13 1.14
H 3.60 -3.29 1.85
H 2.10 -4.16 1.96
H 3.31 3.76 0.73
H 1.76 5.68 0.58
H -0.68 5.24 0.21
H -1.43 2.90 -0.04
C 0.12 -3.94 -4.48
C 0.57 -3.82 -3.17
C 1.05 -2.59 -2.72
C 1.07 -1.49 -3.57
C 0.63 -1.62 -4.89
C 0.16 -2.84 -5.34
P 1.53 0.10 -2.83
C 3.18 0.61 -3.34
C 4.05 -0.28 -3.97
C 5.33 0.13 -4.29
C 5.76 1.41 -3.99
C 4.89 2.30 -3.37
C 3.60 1.91 -3.04
C 0.26 1.27 -3.36
C 0.33 2.11 -4.47
C -0.77 2.89 -4.78
C -1.92 2.81 -4.00
C -1.97 1.97 -2.89
C -0.87 1.18 -2.52
H -0.25 -4.89 -4.84
H 0.54 -4.67 -2.50
H 1.41 -2.51 -1.70
H 0.64 -0.77 -5.55
H -0.17 -2.95 -6.36
H 3.72 -1.28 -4.22
H 6.00 -0.56 -4.79
H 6.76 1.73 -4.26
H 5.22 3.31 -3.16
H 2.93 2.62 -2.58
H 1.22 2.16 -5.08
H -0.75 3.55 -5.64
H -2.78 3.41 -4.26
H -2.89 1.95 -2.31
I -3.94 -5.27 -2.00
C -3.11 -3.40 -2.03
C -3.10 -2.49 -3.07
N -2.43 -1.41 -2.66
N -1.98 -1.55 -1.39
C -2.40 -2.77 -1.01
H -3.53 -2.54 -4.06
H -2.21 -0.55 -3.15
H -2.16 -3.14 -0.03
*
```



Entry 4:
C3H2AgO2 | ωB97M-V/def2-TZVPD

Calculated values
ΔE to the lowest compared entry with this formula, charge and spin   0.0 kcal per mole
DFT total energy   -11224.0996 eV
Frontier orbital gap (spin up / spin down)   0.16940 / 0.30224 Eh

The geometry in ORCA input format:
```
! wB97M-V def2-TZVPD RIJCOSX def2/J DEFGRID3
* xyz 1 3
H 2.92 -1.75 0.17
O 1.44 -0.70 -0.90
O -0.84 0.22 0.39
C 2.19 -0.93 0.15
C 1.38 -0.57 1.26
C 0.26 -0.18 0.53
H 1.33 -1.02 2.25
Ag -2.43 1.31 -0.65
*
```



Entry 5:
C4H6N2O2 | ωB97M-V/def2-TZVPD

Calculated values
ΔE to the lowest compared entry with this formula, charge and spin   251.8 kcal per mole
DFT total energy   -11310.1241 eV
Frontier orbital gap   0.26105 Eh

The geometry in ORCA input format:
```
! wB97M-V def2-TZVPD RIJCOSX def2/J DEFGRID3
* xyz 0 1
C -1.00 -0.07 -0.27
C -0.37 -1.34 -0.16
C 1.03 -1.26 -0.21
C 0.03 0.83 -0.17
H -2.88 -0.87 -0.10
H -2.60 1.19 1.02
H -0.82 -2.44 -0.08
H 1.71 -2.24 0.42
H 3.13 0.17 0.84
H 0.53 2.75 -0.68
N -2.25 0.35 -0.16
N 1.19 0.01 -0.20
O 2.44 0.75 -0.17
O -0.15 2.18 -0.08
*
```



Entry 6:
C5H6O | ωB97M-V/def2-TZVPD

Calculated values
ΔE to the lowest compared entry with this formula, charge and spin   95.7 kcal per mole
DFT total energy   -7325.1339 eV
Frontier orbital gap   0.32180 Eh

The geometry in ORCA input format:
```
! wB97M-V def2-TZVPD RIJCOSX def2/J DEFGRID3
* xyz 0 1
C 0.57 0.89 -0.60
C 0.43 -0.54 -0.97
C -0.48 -1.23 -0.16
C -0.82 -0.61 1.02
O 0.17 0.18 1.62
C 0.04 1.18 0.66
H 1.55 0.14 -0.40
H 0.69 1.64 -1.37
H 0.81 -0.90 -1.92
H -1.02 -2.10 -0.53
H -1.68 -0.84 1.64
H -0.24 2.17 1.01
*
```